# 1
DFT (ωB97M-V/def2-TZVPD) results for 2 unconnected molecules or ions with the total composition C2H9N2 in a non-equilibrium geometry.

```
13
Properties=species:S:1:pos:R:3:lowdin_spin:R:1
N 2.33 3.17 -0.88 0.176
N 1.70 1.29 0.44 0.190
C -2.93 -3.64 0.30 0.000
C 1.52 2.61 0.10 0.551
H -2.38 -4.51 -0.05 0.000
H 0.95 0.81 0.90 0.008
H 2.11 4.07 -1.27 0.006
H -2.24 -2.82 0.07 0.000
H 2.59 2.49 -1.58 0.016
H 0.89 3.23 0.71 0.042
H -2.96 -3.75 1.38 0.000
H -3.94 -3.65 -0.12 0.000
H 2.37 0.68 -0.01 0.011
```

As for the expectation value of S²: 0.753. For the energy, the calculation gives -191.02735 Ha. For the HOMO energy (alpha / beta), the calculation gives -4.7850 / -9.2905 eV. For the lowest unoccupied orbital energy (alpha / beta), the calculation gives 0.03683 / 0.03537 Ha. The spin multiplicity is 2. The energy above the lowest of the compared OMol25 structures with the same formula, charge and spin is 17.4 kJ/mol. Its HOMO-LUMO gap (alpha / beta) is 5.79 / 10.25 eV.

=====

# 2
DFT (ωB97M-V/def2-TZVPD) results for 2 unconnected molecules or ions with the total composition C2H9N2.

```
13
Properties=species:S:1:pos:R:3:mulliken_charge:R:1
N -0.62 -0.82 -1.74 -0.291
N -0.41 0.17 -3.82 -0.325
C 0.68 0.77 4.54 -0.876
C -0.34 -0.86 -3.01 0.249
H 0.22 0.19 5.34 0.229
H -0.13 -1.83 -3.43 0.323
H 0.98 1.77 4.85 0.224
H 0.01 0.11 -4.73 0.275
H -0.52 1.13 -3.49 0.267
H 1.56 0.24 4.17 0.229
H -0.03 0.78 3.71 0.193
H -0.51 -1.65 -1.17 0.259
H -0.89 0.00 -1.21 0.243
```

As for the net charge: +1. For the energy, the calculation gives -190.86673 Ha. For the HOMO energy, the calculation gives -15.1451 eV. For the lowest unoccupied orbital energy, the calculation gives -0.15090 Ha. The energy above the lowest of the compared OMol25 structures with the same formula, charge and spin is 19.8 kJ/mol. Its HOMO-LUMO gap is 11.04 eV.

=====

# 3
DFT (ωB97M-V/def2-TZVPD) results for 2 unconnected molecules or ions with the total composition C2H9N2O in a non-equilibrium geometry.

```
14
Properties=species:S:1:pos:R:3:mulliken_charge:R:1
O 0.39 1.10 -0.28 -0.877
N 0.58 -1.42 -0.82 -0.923
N -0.59 -0.84 1.15 -0.713
C 0.49 -1.66 0.62 -0.267
C -0.27 2.23 -0.71 -0.732
H 0.19 -2.70 0.72 0.365
H -0.29 0.10 0.82 0.362
H 1.46 -1.48 1.10 0.244
H -0.30 -1.74 -1.24 0.215
H 0.56 -0.39 -0.98 0.521
H 0.03 2.60 -1.71 0.214
H -0.64 -0.89 2.16 0.178
H -0.24 3.06 0.03 0.187
H -1.37 2.03 -0.86 0.226
```

As for the net charge: -1. For the energy, the calculation gives -266.32533 Ha. For the HOMO energy, the calculation gives -2.9707 eV. For the lowest unoccupied orbital energy, the calculation gives 0.17300 Ha. The energy above the lowest of the compared OMol25 structures with the same formula, charge and spin is 50.5 kJ/mol. Its HOMO-LUMO gap is 7.68 eV.

=====

> What is the energy above the lowest of the compared OMol25 structures with the same formula, charge and spin in the first record?

17.4 kJ/mol